#a
The following is a DFT calculation (ωB97M-V/def2-TZVPD) of the ion C6H15N4 with charge +1.

Summary:
HOMO level   -12.5 eV
HOMO-LUMO gap   8.41 eV
2S+1   1
SMILES   [H]/N=N\C[C@H](N)C(=[NH2+])C(C)C
Total charge   +1

Atoms and positions in Å:
C (-1.79380, 0.39512, 0.85773)
C (-0.57561, -0.52926, 1.18616)
C (0.53342, -0.30329, 0.25442)
C (0.92676, 0.82130, -1.99267)
C (0.99428, -1.72104, -1.70771)
C (0.33170, -0.39833, -1.13444)
N (-1.38783, 1.70921, 1.39670)
N (-1.97351, 2.75789, 1.17886)
N (1.77706, -0.23304, 0.71047)
N (-0.09456, -0.34269, 2.48131)
H (-2.16070, 0.49204, -0.19984)
H (-2.62402, 0.06789, 1.46407)
H (-0.70944, -1.59270, 0.81922)
H (0.26388, 1.67789, -1.77414)
H (0.77205, 0.47415, -3.03429)
H (1.97562, 1.09306, -1.91805)
H (0.86745, -1.79369, -2.74209)
H (0.52341, -2.64069, -1.29067)
H (2.11209, -1.68037, -1.61965)
H (-0.72675, -0.54157, -1.37939)
H (2.10729, -0.20292, 1.67755)
H (2.54773, -0.07031, 0.04914)
H (-0.41319, -0.92553, 3.22944)
H (-0.36314, 0.63272, 2.71624)
H (-2.91021, 2.85417, 0.77163)

---

#b
The following is a DFT calculation (ωB97M-V/def2-TZVPD) of the ion C6H15N4 with charge +1.

Summary:
HOMO level   -12.8 eV
HOMO-LUMO gap   9.75 eV
2S+1   1
SMILES   [H]/N=C/NCN(C)C=[N+](C)C
Total charge   +1

Atoms and positions in Å:
C (-1.70194, -0.63380, 0.08808)
C (2.56868, 0.54855, -0.89405)
C (0.10960, 0.81602, -0.46321)
C (-2.35316, -1.47337, 2.31066)
C (0.48240, -1.62783, -0.37995)
C (1.45541, 2.68732, -1.29832)
N (-1.90568, -1.69982, 1.02364)
N (-0.24920, -0.41111, -0.22876)
N (1.32401, 1.22812, -0.91463)
N (-2.54915, -0.22429, 2.64310)
H (-2.13341, -0.95036, -0.94822)
H (-2.09137, 0.33472, 0.67337)
H (2.35894, -0.41896, -1.44909)
H (3.25430, 1.30589, -1.31447)
H (-0.59807, 1.58484, -0.41953)
H (-2.63529, -2.34913, 2.81198)
H (0.69284, -1.92914, -1.42482)
H (1.44896, -1.54029, 0.20389)
H (-0.17609, -2.27832, 0.11023)
H (2.25558, 2.73010, -2.06396)
H (0.49703, 3.04951, -1.68411)
H (1.76598, 3.26909, -0.48667)
H (-1.83000, -2.55321, 0.55738)
H (2.96548, 0.38389, 0.05943)
H (-2.95585, 0.15158, 3.48802)

---

#c
The following is a DFT calculation (ωB97M-V/def2-TZVPD) of the ion C6H15N4 with charge +1.

Summary:
HOMO level (spin up / spin down)   -11.6 / -11.6 eV
HOMO-LUMO gap (spin up / spin down)   5.77 / 5.77 eV
2S+1   1
SMILES   C=N[C@H](C[C@H](C)NC)N=[NH2+]
Total charge   +1

Atoms and positions in Å:
C (1.36322, 0.33187, -0.17899)
C (0.56661, -0.78021, -1.02026)
C (0.37065, 1.44955, 0.39246)
C (0.08700, -0.22213, -2.38373)
C (-1.95510, 1.15086, 0.58674)
C (-0.35378, -2.62997, 0.44290)
N (0.96565, 2.40330, 2.40284)
N (1.22130, 2.21542, 1.15104)
N (-0.79998, 0.90975, 0.94539)
N (-0.49578, -1.33528, -0.29001)
H (1.90112, -0.20234, 0.58143)
H (2.01644, 0.98649, -0.85516)
H (1.22994, -1.58258, -1.22006)
H (0.12095, 2.00630, -0.59164)
H (1.12388, -0.09141, -2.85873)
H (-0.48061, 0.76810, -2.25614)
H (-0.43617, -1.08285, -2.98323)
H (-2.74533, 0.53632, 1.09394)
H (0.04047, 2.29494, 2.84424)
H (-2.23499, 1.81331, -0.33640)
H (-0.81723, -2.58260, 1.33507)
H (-0.71503, -3.50764, -0.17042)
H (0.81114, -2.67461, 0.39449)
H (1.69238, 3.04520, 2.94920)
H (-1.35204, -1.25713, -0.76036)

---

Result of the stability comparison: #b is the most stable of them.

---

#a
The following is a DFT calculation (ωB97M-V/def2-TZVPD) of a cluster of 2 separate species, CH3N2O2 in total.

Summary:
HOMO level (spin up / spin down)   -14.2 / -13.7 eV
HOMO-LUMO gap (spin up / spin down)   5.29 / 4.26 eV
2S+1   1
Total charge   +1

Atoms and positions in Å:
C (-0.87774, 0.05442, -0.57059)
N (3.44781, 0.06974, 0.00916)
N (-1.48492, -0.34512, 0.50202)
O (3.51414, 1.09789, 0.39432)
O (0.32169, 0.32296, -0.54888)
H (-1.45149, 0.15070, -1.60865)
H (-2.52888, -0.70319, 0.54436)
H (-0.94061, -0.64740, 1.27826)

---

#b
The following is a DFT calculation (ωB97M-V/def2-TZVPD) of a cluster of 2 separate species, CH3N2O2 in total.

Summary:
HOMO level (spin up / spin down)   -15.9 / -16.9 eV
HOMO-LUMO gap (spin up / spin down)   8.04 / 8.75 eV
2S+1   1
Total charge   +1

Atoms and positions in Å:
C (1.32671, -0.43902, -0.55762)
N (-0.54868, -0.33684, 0.69141)
N (2.41248, 0.10662, -0.02588)
O (2.32925, -1.22953, 0.07524)
O (3.10876, 0.94692, 0.32164)
H (0.93260, -0.58013, -1.55467)
H (-0.26914, 0.19554, 1.51316)
H (-1.16073, 0.19648, 0.08050)

---

#c
The following is a DFT calculation (ωB97M-V/def2-TZVPD) of a structure of composition CH3N2O2.

Summary:
HOMO level   -16.5 eV
HOMO-LUMO gap   10.34 eV
2S+1   1
Total charge   +1

Atoms and positions in Å:
C (0.22668, 0.37014, 0.57504)
N (-1.20872, -0.65912, -0.03406)
N (1.04516, 0.48957, -0.36724)
O (-0.98682, -0.96689, -1.09476)
O (-1.94170, -0.92603, 0.82853)
H (0.16313, 0.63408, 1.69669)
H (1.92497, 0.98900, -0.23017)
H (0.77730, 0.06925, -1.37402)

---

Result of the stability comparison: #a is the most stable of them.

---

#a
The following is a DFT calculation (ωB97M-V/def2-TZVPD) of a cluster of 2 separate species, C3H12N4O in total.

Summary:
HOMO level   -9.1 eV
HOMO-LUMO gap   9.72 eV
2S+1   1
SMILES   NC(N)=O.CNCN

Atoms and positions in Å:
N (-0.29093, -2.39345, 1.29860)
C (-0.37748, -2.30875, -0.08186)
N (-1.33023, -1.45081, -0.54324)
O (0.33387, -2.97047, -0.80607)
H (0.60152, -2.43114, 1.75089)
H (-1.07522, -2.23247, 1.89645)
H (-1.48119, -0.67021, 0.07878)
H (-1.32653, -1.16206, -1.50586)
C (1.75662, 1.84680, -1.02515)
N (1.08386, 1.67820, 0.24964)
C (-0.34667, 1.72047, 0.26772)
N (-0.83966, 3.05629, 0.67183)
H (2.82771, 1.82777, -0.83679)
H (1.49770, 1.09461, -1.77905)
H (1.50852, 2.82602, -1.43765)
H (1.46018, 0.93030, 0.80414)
H (-0.74825, 1.04321, 1.02673)
H (-0.75089, 1.42520, -0.71448)
H (-0.04297, 3.68415, 0.65672)
H (-1.53571, 3.39222, 0.03005)

---

#b
The following is a DFT calculation (ωB97M-V/def2-TZVPD) of a structure of composition C3H12N4O.

Summary:
HOMO level   -7.9 eV
HOMO-LUMO gap   8.54 eV
2S+1   1

Atoms and positions in Å:
C (-1.77638, 0.00866, 0.59482)
C (0.32394, -0.51146, -0.15460)
C (2.91426, -0.02673, 0.39408)
N (-0.10622, 0.76746, 0.17637)
N (1.95166, -0.22565, -0.67191)
N (-0.23743, 1.64639, -0.87722)
N (-1.98180, -1.31532, 1.05748)
O (-2.63168, 0.31306, -0.49081)
H (-2.31394, -0.21990, -1.22981)
H (1.96326, 0.58816, -1.28447)
H (-2.02351, 0.71639, 1.38540)
H (-0.64648, 1.27803, -1.73380)
H (-0.66346, 2.52577, -0.60212)
H (-2.92588, -1.44149, 1.41408)
H (-1.85282, -1.99581, 0.31675)
H (-0.08620, -0.97107, -1.05595)
H (0.52200, -1.16972, 0.68664)
H (2.69348, -0.68177, 1.24593)
H (3.92879, -0.29179, 0.06308)
H (2.94839, 1.00677, 0.76606)

---

Result of the stability comparison: #a is the most stable of them.